No. 1
{
  "formula": "C20H20GeN2OReS4Sb",
  "method": "the ωB97M-V functional and the def2-TZVPD basis",
  "elements": ["Re", "Sb", "Ge", "S", "S", "S", "S", "O", "N", "N", "C", "C", "C", "C", "C", "C", "C", "C", "C", "C", "C", "C", "C", "C", "C", "C", "C", "C", "C", "C", "H", "H", "H", "H", "H", "H", "H", "H", "H", "H", "H", "H", "H", "H", "H", "H", "H", "H", "H", "H"],
  "positions_angstrom": [[2.520, -0.670, 0.473], [1.995, -4.070, 0.464], [-0.719, 0.493, -0.274], [1.408, -2.008, 1.767], [0.082, -5.435, -0.167], [3.543, -5.353, 1.301], [2.709, -2.311, -1.067], [4.208, 0.002, 1.187], [4.977, 1.572, 2.604], [6.262, 0.827, 0.823], [-2.647, 1.153, -2.297], [-1.310, 1.305, -1.922], [-0.455, 2.029, -2.749], [-2.254, 2.439, -4.286], [-1.690, 1.343, 3.742], [-1.469, 1.225, 1.341], [-1.227, -4.251, -0.783], [-0.924, 2.595, -3.926], [-0.605, -2.048, -1.667], [-1.865, -3.566, 0.347], [-3.019, 2.780, 2.346], [-1.104, 0.790, 2.616], [-1.815, -2.212, 0.469], [-2.431, 2.227, 1.217], [-1.121, -1.450, -0.496], [-3.116, 1.717, -3.473], [-0.658, -3.397, -1.825], [5.150, 0.809, 1.537], [-2.649, 2.338, 3.607], [1.262, 0.448, -0.205], [-2.620, 2.882, -5.202], [4.122, 1.496, 3.129], [-0.134, -1.431, -2.422], [6.361, 0.187, 0.052], [-3.108, 2.769, 4.486], [7.051, 1.403, 1.070], [-2.337, -4.186, 1.100], [-2.251, -1.719, 1.329], [-4.153, 1.596, -3.755], [-3.762, 3.558, 2.239], [1.762, 1.275, -0.741], [0.588, 2.164, -2.488], [-3.339, 0.597, -1.672], [-0.253, 3.158, -4.560], [-1.403, 0.999, 4.727], [-1.934, -4.969, -1.228], [-2.724, 2.592, 0.239], [-0.359, 0.014, 2.743], [5.700, 2.181, 2.952], [-0.243, -3.885, -2.699]],
  "lowdin_charge": [0.7517, 0.2115, 0.9560, 0.1777, 0.6039, 0.0005, 0.1009, -0.2073, 0.2458, 0.2469, -0.1119, -0.3068, -0.1026, -0.0519, -0.0669, -0.2945, -0.6123, -0.0606, -0.1091, -0.0281, -0.0548, -0.1232, -0.0649, -0.0934, -0.1868, -0.0581, -0.0596, -0.5327, -0.0530, -0.4408, 0.1176, 0.1435, 0.1200, 0.1475, 0.1173, 0.1480, 0.1398, 0.1213, 0.1162, 0.1171, 0.0233, 0.0865, 0.1087, 0.1147, 0.1127, 0.1497, 0.0998, 0.0521, 0.1474, 0.1417],
  "multiplicity": 1,
  "total_charge": 2,
  "energy_ev": -134601.6793,
  "e_homo_ha": -0.5097
}

No. 2
{
  "formula": "C11H24N4O5",
  "method": "the ωB97M-V functional and the def2-TZVPD basis",
  "elements": ["O", "O", "O", "O", "O", "N", "N", "N", "N", "C", "C", "C", "C", "C", "C", "C", "C", "C", "C", "C", "H", "H", "H", "H", "H", "H", "H", "H", "H", "H", "H", "H", "H", "H", "H", "H", "H", "H", "H", "H", "H", "H", "H", "H"],
  "positions_angstrom": [[-0.029, 1.611, 0.164], [0.910, -0.073, -0.953], [-2.530, 0.261, -1.320], [-7.110, -1.122, 1.049], [-7.436, -0.740, -1.111], [-5.281, 1.184, -0.629], [4.885, -1.861, 1.284], [2.182, 2.646, 0.984], [-1.121, -0.793, 0.090], [3.531, 0.709, 0.094], [-6.661, -0.738, 0.004], [2.365, 1.682, -0.112], [4.940, -2.180, -0.144], [1.022, 0.963, -0.345], [-3.071, 0.347, 1.022], [5.187, -0.934, -0.997], [-2.225, -0.050, -0.174], [-5.242, -0.220, -0.213], [3.976, -0.014, -1.179], [-4.423, -0.379, 1.068], [5.712, -2.932, -0.384], [5.514, -1.266, -1.991], [-0.535, -1.071, -0.683], [3.278, -0.024, 0.869], [2.392, 2.197, 1.873], [-0.840, -1.035, 1.026], [2.540, 2.268, -1.025], [-4.795, -0.860, -0.994], [0.353, 2.385, 0.641], [-6.900, -0.500, -1.881], [3.133, -0.589, -1.574], [6.031, -0.369, -0.572], [4.378, 1.290, 0.486], [-5.006, 0.026, 1.899], [-6.094, 1.398, -1.193], [-4.279, -1.449, 1.269], [5.809, -1.578, 1.599], [3.975, -2.619, -0.426], [-3.256, 1.423, 0.940], [4.224, 0.740, -1.942], [-2.535, 0.173, 1.961], [2.827, 3.424, 0.891], [4.649, -2.695, 1.814], [-4.446, 1.365, -1.182]],
  "lowdin_charge": [0.1019, 0.0726, 0.0255, 0.1246, 0.1008, 0.0716, -0.0137, 0.0372, 0.1511, -0.1690, -0.4773, -0.2845, -0.2914, -0.4492, -0.1147, -0.2111, -0.5415, -0.3312, -0.2059, -0.1413, 0.1034, 0.1079, 0.0869, 0.1070, 0.0976, 0.1114, 0.1613, 0.1469, 0.1022, 0.1093, 0.1034, 0.1099, 0.1195, 0.1212, 0.0718, 0.1281, 0.0702, 0.1142, 0.1174, 0.1161, 0.1118, 0.0930, 0.0676, 0.0674],
  "multiplicity": 1,
  "smiles": "NC(=O)CC[C@H](N)C(=O)O.NCCCC[C@H](N)C(=O)O",
  "total_charge": 0,
  "energy_ev": -27995.5307,
  "e_homo_ha": -0.3389
}

No. 3
{
  "formula": "C6H12O2",
  "method": "the ωB97M-V functional and the def2-TZVPD basis",
  "elements": ["O", "O", "C", "C", "C", "C", "C", "C", "H", "H", "H", "H", "H", "H", "H", "H", "H", "H", "H", "H"],
  "positions_angstrom": [[-0.467, -2.352, -0.271], [-0.993, 2.881, 1.520], [1.000, 0.343, -1.511], [-0.212, -1.521, 0.808], [0.055, -0.214, 0.689], [-0.691, -2.243, 2.079], [1.063, 1.081, -2.846], [-0.017, 0.393, -0.657], [-0.399, 2.819, 2.305], [0.637, 2.079, -2.837], [0.193, -2.182, -0.958], [-1.006, -1.541, 2.845], [1.939, -0.171, -1.342], [2.112, 1.292, -3.076], [-1.739, 3.408, 1.875], [0.057, 0.306, 1.637], [0.169, -2.720, 2.535], [0.723, 0.382, -3.617], [-1.461, -2.905, 1.715], [-0.964, 0.865, -0.892]],
  "lowdin_charge": [-0.0123, -0.4631, -0.1909, -0.3892, -0.1463, -0.0690, -0.1294, -0.1539, -0.0782, 0.0623, 0.0863, 0.0478, 0.0956, 0.0543, -0.0659, 0.0595, 0.0618, 0.0626, 0.0681, 0.0999],
  "multiplicity": 2,
  "total_charge": -1,
  "energy_ev": -10508.7862,
  "e_homo_ha": [0.0381, -0.2015]
}

No. 4
{
  "formula": "C3H6O2",
  "method": "the ωB97M-V functional and the def2-TZVPD basis",
  "elements": ["O", "O", "C", "C", "C", "H", "H", "H", "H", "H", "H"],
  "positions_angstrom": [[0.262, -1.519, 0.141], [-0.320, 1.774, -0.174], [0.274, -0.474, -0.853], [0.224, 0.551, 0.239], [-0.442, -0.601, 1.025], [-0.676, -0.507, -1.405], [1.082, -0.347, -1.580], [-1.529, -0.708, 0.891], [0.077, 1.857, -1.056], [-0.161, -0.735, 2.074], [1.210, 0.708, 0.698]],
  "lowdin_charge": [-0.1032, -0.0119, -0.1716, -0.3594, -0.1079, 0.1297, 0.1267, 0.1266, 0.0979, 0.1192, 0.1539],
  "multiplicity": 1,
  "total_charge": 0,
  "energy_ev": -7301.1964,
  "e_homo_ha": -0.3674
}

No. 5
{
  "formula": "C2H3Br2FO",
  "method": "the ωB97M-V functional and the def2-TZVPD basis",
  "elements": ["Br", "Br", "F", "O", "C", "C", "H", "H", "H"],
  "positions_angstrom": [[-3.239, 0.547, -0.082], [1.981, 0.874, 0.339], [-0.478, -1.785, 0.291], [-0.349, -0.564, -1.569], [-0.015, 0.543, 0.544], [-0.403, -0.589, -0.273], [-0.606, -1.403, -1.988], [-0.462, 1.477, 0.218], [-0.179, 0.350, 1.601]],
  "lowdin_charge": [-0.2601, 0.6240, 0.1643, 0.1648, -0.4854, -0.5140, 0.1749, 0.0459, 0.0855],
  "multiplicity": 1,
  "total_charge": 0,
  "energy_ev": -146970.9945,
  "e_homo_ha": -0.3201
}

No. 6
{
  "formula": "C16H17N5O3S",
  "method": "the ωB97M-V functional and the def2-TZVPD basis",
  "elements": ["S", "O", "O", "O", "N", "N", "N", "N", "N", "C", "C", "C", "C", "C", "C", "C", "C", "C", "C", "C", "C", "C", "C", "C", "C", "H", "H", "H", "H", "H", "H", "H", "H", "H", "H", "H", "H", "H", "H", "H", "H", "H"],
  "positions_angstrom": [[1.918, -0.104, -0.571], [2.967, -1.014, -1.226], [-2.065, -2.953, 2.850], [2.597, 1.048, 0.325], [-2.983, -4.078, -1.689], [-3.145, -5.007, -0.738], [-1.852, -3.279, -0.181], [-1.934, -3.221, -1.337], [1.249, 0.716, -1.769], [1.768, 2.919, -2.293], [-2.600, -4.384, 0.528], [-0.514, 4.058, -0.835], [-0.922, -2.290, 2.088], [0.779, -0.837, 0.439], [0.551, 4.787, -1.261], [0.031, 2.577, -0.829], [0.953, 2.069, -1.642], [-0.035, -1.819, -0.080], [3.116, 2.448, -2.905], [0.078, -1.403, 2.723], [-0.904, -2.539, 0.415], [-1.117, 1.578, -0.284], [-2.026, -2.948, 4.101], [0.695, -0.665, 1.817], [1.657, 4.403, -1.832], [-1.022, 0.665, -0.701], [0.120, -1.938, -1.155], [3.573, 3.306, -3.202], [-2.456, -4.879, 1.516], [0.478, 5.995, -1.047], [0.125, -1.303, 3.591], [-0.715, 1.388, 0.823], [-2.973, -3.639, 4.430], [3.561, 1.638, -2.268], [-1.084, 4.438, -0.015], [1.587, -0.148, 2.416], [-1.276, -3.305, 4.578], [-2.240, 2.240, 0.023], [1.514, 0.444, -2.718], [2.352, 4.980, -2.506], [-2.379, -1.853, 4.360], [2.574, 1.910, -3.941]],
  "lowdin_charge": [0.8081, -0.3266, -0.1513, -0.3529, -0.0339, 0.0085, -0.1640, 0.0530, -0.0896, -0.1517, 0.0634, -0.0020, 0.1611, -0.3373, -0.2265, -0.1220, -0.3623, -0.1003, -0.0021, 0.0198, -0.1133, -0.0284, -0.2282, -0.0679, -0.0395, -0.0191, 0.1459, 0.0175, 0.1096, 0.1582, -0.0037, 0.0910, 0.1602, 0.0875, 0.0891, 0.1864, 0.0278, 0.1744, 0.1358, 0.1197, 0.1463, 0.1595],
  "multiplicity": 1,
  "total_charge": 0,
  "energy_ev": -41278.0671,
  "e_homo_ha": -0.3139
}

No. 7
{
  "formula": "H15NO6",
  "method": "the ωB97M-V functional and the def2-TZVPD basis",
  "elements": ["O", "O", "O", "O", "O", "O", "N", "H", "H", "H", "H", "H", "H", "H", "H", "H", "H", "H", "H", "H", "H", "H"],
  "positions_angstrom": [[1.249, -1.393, -1.588], [-2.240, 1.557, 3.547], [-1.757, 0.762, 0.405], [-1.587, -1.512, -1.434], [-0.407, -2.820, 0.937], [3.371, 0.449, -0.586], [0.640, 1.578, -1.109], [-0.335, 1.664, -0.832], [1.120, -0.518, -1.182], [0.521, -3.098, 0.969], [-2.281, 2.059, 2.727], [-1.932, 2.200, 4.195], [-0.758, -3.238, 1.736], [2.211, -1.473, -1.599], [-0.992, -2.092, -0.932], [-0.991, -1.219, -2.137], [1.097, 2.362, -0.649], [0.642, 1.938, -2.070], [4.074, 1.061, -0.822], [2.566, 0.991, -0.524], [-2.607, 0.896, 0.819], [-1.604, -0.152, 0.128]],
  "lowdin_charge": [-0.0804, -0.0589, -0.0655, -0.0730, -0.0489, -0.0660, 0.0272, 0.0058, -0.0117, 0.0518, 0.0156, 0.0346, 0.0517, 0.0315, -0.0030, 0.0310, 0.0343, 0.0528, 0.0374, -0.0100, 0.0316, 0.0122],
  "multiplicity": 1,
  "smiles": "N.O.O.O.O.O.O",
  "total_charge": 0,
  "energy_ev": -14019.0167,
  "e_homo_ha": -0.3945
}

No. 8
{
  "formula": "CHO4PS",
  "method": "the ωB97M-V functional and the def2-TZVPD basis",
  "elements": ["S", "P", "O", "O", "O", "O", "C", "H"],
  "positions_angstrom": [[1.183, 0.224, 1.429], [1.276, 0.419, -1.702], [2.665, -0.038, -1.339], [0.374, -0.464, -2.528], [0.870, 1.232, 2.564], [1.357, 1.886, -2.183], [0.426, 0.595, 0.068], [-0.139, 1.482, 0.300]],
  "lowdin_charge": [0.7616, -0.0388, -0.5009, -0.4959, -0.7441, -0.5034, -0.4752, -0.0033],
  "multiplicity": 1,
  "total_charge": -2,
  "energy_ev": -29367.4864,
  "e_homo_ha": 0.0143
}

Taking the records one at a time from the top gives energy relative to the best compared isomer or geometry (same formula, charge and spin) values of 103.6; 0.0; 141.9; 239.5; 170.1; 1851.1; 79.1; 229.2 kJ/mol.